No. 1
Computed, not measured: 5 unconnected molecules or ions with the total composition C18H34BBr8NO5PS2, with wB97M-V/def2-TZVPD.

The value obtained for the relative energy (zero: lowest compared OMol25 entry of this formula, charge and spin) is 323.8 kcal/mol. The HOMO energy comes out at -11.229 eV. For the total energy, the calculation gives -622903.56639 eV. Its largest force on an atom is 9.248 eV/Å.

ORCA input file:
```
! wB97M-V def2-TZVPD RIJCOSX def2/J DEFGRID3
* xyz 1 1
C -3.2649 -2.6933 0.1487
B -1.9435 -1.8832 -0.3694
O -0.8312 -2.7951 -0.8288
N -1.6953 -0.4111 -0.5309
C -0.2364 -0.0894 -0.1333
C 0.2232 -0.6716 1.3197
C -0.5951 -0.6538 2.7319
C 0.0010 -1.2977 4.1452
C 1.4882 -1.9958 4.1810
C 2.1267 -2.6973 5.5175
C 2.3811 -1.9904 2.7917
C 1.7537 -1.3459 1.4207
C -1.7037 -0.1984 -2.0643
S -3.2480 -0.9798 -2.8795
O -3.6864 0.0541 -3.9885
O -2.9289 -2.2950 -3.6377
P -2.7289 0.7431 0.2935
O -3.9141 0.1004 1.4151
O -1.8610 1.9323 1.2998
S -3.7986 1.9190 -0.9004
H -4.2769 -2.1087 0.0714
H -3.4135 -3.7144 -0.4074
H -3.1131 -2.9353 1.3079
H -0.4975 -3.3296 -0.0237
H 0.0036 1.0754 -0.2565
H 0.5241 -0.5822 -0.9154
H -1.6716 -0.2093 2.7740
H -0.6694 -1.2738 5.1303
H 3.0586 -2.1547 5.9711
H 1.2540 -2.8891 6.2987
H 2.4816 -3.7866 5.1852
H 3.4582 -2.4466 2.7670
H 2.4311 -1.3697 0.4421
H -1.5424 0.9183 -2.3709
H -0.8166 -0.7989 -2.5936
H -4.3418 -1.0657 -1.9955
H -3.9546 0.6853 2.2515
H -2.6020 2.3984 1.7921
Br 3.0251 0.8498 -0.5610
C 3.5316 1.1561 -2.4195
C 2.4526 1.9086 -3.1633
Br 0.9657 0.7347 -3.6268
H 3.7579 0.1786 -2.8542
H 4.4499 1.7481 -2.3695
H 2.8306 2.2798 -4.1198
H 2.0347 2.7436 -2.5941
Br -5.2370 2.9429 -8.5824
C -4.5580 1.1530 -8.2085
C -3.5691 1.1712 -7.0659
Br -1.8345 1.8486 -7.6452
H -4.1364 0.7699 -9.1417
H -5.4410 0.5638 -7.9447
H -3.3732 0.1562 -6.7091
H -3.8894 1.7918 -6.2244
Br 0.3752 4.0080 0.2156
C -0.8222 5.5186 0.5136
C -0.8019 5.9552 1.9602
Br -1.8435 4.7427 3.0775
H -1.8131 5.2143 0.1656
H -0.4426 6.3138 -0.1345
H -1.2817 6.9310 2.0754
H 0.2042 5.9974 2.3868
Br 5.9427 -1.6027 6.0424
C 6.5359 -3.3622 5.4450
C 7.0821 -3.3060 4.0371
Br 5.6423 -3.2033 2.7256
H 5.6850 -4.0402 5.5540
H 7.3191 -3.6525 6.1510
H 7.6215 -4.2260 3.7956
H 7.7373 -2.4487 3.8595
*
```

Calculated atomic charges, method natural (NBO), unit e: -1.13, 1.31, -0.96, -0.96, -0.36, -0.15, -0.22, -0.23, 0.04, -0.68, -0.22, -0.21, -0.48, 1.71, -0.88, -0.82, 1.82, -0.95, -0.93, -0.42, 0.26, 0.30, 0.31, 0.54, 0.31, 0.32, 0.21, 0.25, 0.27, 0.24, 0.24, 0.25, 0.25, 0.36, 0.34, 0.12, 0.53, 0.52, 0.00, -0.45, -0.44, -0.03, 0.24, 0.25, 0.25, 0.24, -0.01, -0.45, -0.45, -0.03, 0.23, 0.23, 0.24, 0.24, -0.03, -0.44, -0.44, -0.03, 0.24, 0.24, 0.24, 0.24, -0.01, -0.45, -0.44, -0.02, 0.23, 0.24, 0.24, 0.24

=====

No. 2
Computed, not measured: 8 unconnected molecules or ions with the total composition C22H61N3O8, with wB97M-V/def2-TZVPD.

The value obtained for the relative energy (zero: lowest compared OMol25 entry of this formula, charge and spin) is 0.0 kcal/mol. The HOMO energy comes out at -8.921 eV. For the total energy, the calculation gives -44649.20095 eV. Its largest force on an atom is 2.665 eV/Å. The SMILES is CC1(C)CCCC(C)(C)N1O.COC[C@H](C)N.COC[C@H](C)N.CO.CO.CO.CO.CO.

ORCA input file:
```
! wB97M-V def2-TZVPD RIJCOSX def2/J DEFGRID3
* xyz 0 1
C 9.2431 12.3742 8.1242
O 10.5075 11.6879 8.0580
H 9.3995 13.4356 8.4303
H 8.7158 12.3682 7.1418
H 8.6673 11.8826 8.8597
H 10.9549 11.9600 7.2678
C 7.1536 13.3154 15.3833
O 6.2592 12.2073 15.1778
H 6.7115 14.1641 14.8680
H 7.2051 13.6628 16.4031
H 8.1352 13.0731 15.0662
H 6.4995 11.9134 14.2842
C 7.6725 7.7352 13.7790
O 7.4021 9.1326 13.6600
H 7.7842 7.1901 12.8283
H 8.5772 7.5247 14.3539
H 6.8605 7.3269 14.3891
H 8.1177 9.5592 13.1059
C 10.2234 11.5922 12.5576
O 9.8166 10.2569 12.1706
H 10.2299 12.2277 11.6790
H 9.5007 11.9604 13.2657
H 11.1813 11.5320 13.0142
H 10.3841 9.9010 11.4948
C 11.2942 14.2240 16.0056
O 11.2158 13.2011 16.9654
H 11.2176 13.8706 14.9651
H 10.4126 14.8615 16.0003
H 12.1995 14.8068 16.1676
H 10.5216 12.5929 16.6210
C 10.5682 6.7221 10.9312
C 10.6318 7.6935 9.7513
C 9.2096 8.0691 9.3534
O 8.5217 6.8990 8.9566
C 7.2295 7.1761 8.4737
N 11.3357 8.9270 10.0492
H 9.9671 5.8655 10.6271
H 10.1986 7.1999 11.8273
H 11.5037 6.2011 11.1734
H 11.0877 7.1248 8.9084
H 9.2347 8.7317 8.4587
H 8.6819 8.6148 10.1187
H 6.6805 6.2580 8.4279
H 7.3096 7.6005 7.4610
H 6.8378 7.9373 9.1531
H 12.3201 8.7040 10.2807
H 11.2494 9.5479 9.2656
C 8.7991 8.7360 17.2997
C 9.7684 9.9153 16.9531
C 10.4277 9.6903 15.5873
O 11.1583 8.4363 15.6215
C 11.7287 8.2449 14.3509
N 9.1708 11.2471 16.9344
H 7.9346 8.8089 16.6225
H 8.5577 8.8216 18.3509
H 9.3181 7.7954 17.1856
H 10.6273 9.8875 17.6775
H 11.2085 10.4246 15.3727
H 9.6511 9.7191 14.8042
H 10.9301 8.0750 13.6193
H 12.3663 7.3480 14.3865
H 12.3562 9.0835 14.0117
H 8.2909 11.2052 16.4318
H 8.9642 11.5404 17.8954
C 13.1075 13.4008 9.6461
C 14.3739 12.8023 10.2304
C 15.3504 12.4930 9.1325
C 15.9958 13.8092 8.5577
C 16.6854 14.5360 9.6902
C 15.7093 14.8745 10.8336
N 15.0028 13.6545 11.2290
O 13.9336 14.1405 12.0226
C 16.5147 15.2641 12.0210
C 14.8933 16.0541 10.3414
C 14.0218 11.4959 10.9311
H 12.2361 13.2471 10.2142
H 12.8593 12.8149 8.7583
H 13.2236 14.4064 9.2738
H 16.1556 11.8901 9.4764
H 14.8957 11.9566 8.2981
H 15.3131 14.4834 8.0059
H 16.7246 13.4986 7.8009
H 17.0735 15.4755 9.3224
H 17.4957 13.9051 10.0123
H 15.8609 15.5621 12.8317
H 17.1790 14.4789 12.3919
H 17.0829 16.1835 11.8498
H 14.3607 15.8647 9.4122
H 14.1255 16.3585 11.0511
H 15.6395 16.8654 10.2790
H 14.9348 10.9053 10.9885
H 13.2173 10.9545 10.4746
H 13.6994 11.7026 11.9446
H 14.0116 13.7312 12.8885
*
```

Calculated atomic charges, method Löwdin, unit e: -0.13, -0.14, 0.09, 0.09, 0.06, 0.06, -0.16, -0.12, 0.08, 0.08, 0.04, 0.07, -0.16, -0.15, 0.07, 0.06, 0.08, 0.06, -0.10, -0.16, 0.07, 0.06, 0.06, 0.01, -0.19, -0.15, 0.06, 0.06, 0.08, 0.02, -0.05, -0.42, -0.21, -0.20, -0.10, 0.04, 0.08, 0.05, 0.08, 0.15, 0.13, 0.12, 0.08, 0.09, 0.09, 0.11, 0.06, -0.03, -0.40, -0.19, -0.18, -0.12, 0.04, 0.08, 0.07, 0.07, 0.16, 0.12, 0.10, 0.05, 0.10, 0.09, 0.06, 0.11, -0.02, -0.53, -0.12, -0.16, -0.14, -0.55, -0.06, -0.04, -0.05, -0.03, -0.01, 0.06, 0.08, 0.07, 0.10, 0.12, 0.11, 0.11, 0.12, 0.12, 0.08, 0.10, 0.09, 0.06, 0.09, 0.10, 0.09, 0.06, 0.07, 0.11

=====

No. 3
Computed, not measured: C4H5N3O in the gas phase, with wB97M-V/def2-TZVPD.

The value obtained for the relative energy (zero: lowest compared OMol25 entry of this formula, charge and spin) is 102.6 kcal/mol. The HOMO energy comes out at -10.038 eV. For the total energy, the calculation gives -10743.16508 eV. Its largest force on an atom is 2.601 eV/Å. The SMILES is N#C/C(=N/O)[C@@H]1CN1.

ORCA input file:
```
! wB97M-V def2-TZVPD RIJCOSX def2/J DEFGRID3
* xyz 0 1
C -0.9871 0.5247 -0.0826
C -2.3376 0.0458 -0.0345
C 0.0289 -0.5095 -0.3497
C 0.9419 -0.9131 0.6919
H 0.9052 1.6479 -0.2597
H -0.3204 -1.3756 -0.9718
H 1.2381 -1.9145 0.8341
H 1.0524 -0.3396 1.6136
H 2.0444 -0.7120 -1.0882
N -0.8941 1.7840 0.0939
N -3.4087 -0.4063 -0.0199
N 1.4441 -0.1708 -0.4976
O 0.2929 2.3391 0.0706
*
```

Calculated atomic charges, method natural (NBO), unit e: 0.00, 0.26, -0.13, -0.24, 0.48, 0.23, 0.21, 0.21, 0.39, 0.01, -0.29, -0.63, -0.50

=====

No. 4
Computed, not measured: a molecular structure, C24H21Br4F6N3O6S2SbTi, with wB97M-V/def2-TZVPD.

The value obtained for the relative energy (zero: lowest compared OMol25 entry of this formula, charge and spin) is 26.3 kcal/mol. The HOMO energy (alpha / beta) comes out at -1.560 / -3.886 eV. For the total energy, the calculation gives -389792.55719 eV. Its largest force on an atom is 0.632 eV/Å.

ORCA input file:
```
! wB97M-V def2-TZVPD RIJCOSX def2/J DEFGRID3
* xyz -2 4
Ti -1.3247 -1.5651 -1.2122
C 0.8835 -5.5620 -0.0165
C 2.1338 -4.6938 0.0532
N 1.9795 -3.5619 0.9583
C 2.1013 -3.8401 2.3838
C 3.2571 -3.0797 3.0187
C 1.2584 -2.4585 0.5905
S 1.1254 -2.1163 -1.1702
N 0.8128 -1.6651 1.5066
C -0.0778 -0.6568 1.3885
O -0.7475 -0.3641 0.2774
C -0.4297 0.0714 2.5831
C -1.5453 0.9312 2.6047
C -1.8500 1.6698 3.7339
C -1.0688 1.5769 4.8805
C 0.0217 0.7076 4.8826
C 0.3366 -0.0346 3.7623
H 1.0080 -6.3655 -0.7412
H 0.0222 -4.9621 -0.3193
H 0.6533 -5.9938 0.9607
H 2.3968 -4.3334 -0.9383
H 2.9899 -5.2717 0.4080
H 2.2553 -4.9154 2.4911
H 1.1656 -3.5833 2.8858
H 4.2050 -3.3536 2.5522
H 3.3208 -3.2979 4.0873
H 3.1072 -2.0089 2.8916
H -2.1797 0.9940 1.7298
H -2.7114 2.3272 3.7176
H -1.3028 2.1702 5.7550
H 0.6385 0.6178 5.7694
H 1.1864 -0.7032 3.7647
Br -2.0184 2.0031 -7.0732
C -2.2385 1.3727 -5.3057
C -3.3535 1.7427 -4.5604
Br -4.6627 2.8990 -5.2882
C -3.5098 1.2574 -3.2567
Br -4.9620 1.7427 -2.1489
C -2.5676 0.4013 -2.7063
O -2.6136 -0.0908 -1.4801
C -1.4181 0.0497 -3.4586
O -0.5470 -0.7053 -2.8244
C -1.2656 0.5289 -4.7535
Br 0.2794 -0.0107 -5.6740
F -1.5474 -2.8424 0.0739
Sb 0.5220 -3.9832 -3.3388
F -2.2917 -2.6138 -2.3264
F 1.9218 -3.0956 -4.3434
F -0.4909 -3.7449 -4.9532
F 1.9723 -5.2223 -2.9702
F -0.5223 -5.6136 -3.1526
N -1.1005 2.1864 -0.5898
C -0.4523 3.2750 -0.2212
C -0.7558 4.5355 -0.8250
C -0.0923 5.6522 -0.4269
C 0.8934 5.5756 0.5816
C 1.2089 4.3439 1.1730
C 0.5590 3.2041 0.7880
S 1.7056 7.0951 1.0869
O 2.7320 6.6709 2.0178
O 2.1880 7.6298 -0.1745
O 0.6105 7.8471 1.6763
H -1.8150 2.2386 -1.3049
H -0.9193 1.2367 -0.1923
H -1.5187 4.5648 -1.5939
H -0.2962 6.6184 -0.8678
H 1.9725 4.3301 1.9384
H 0.7723 2.2415 1.2353
*
```

Calculated atomic charges, method natural (NBO), unit e: 1.67, -0.64, -0.22, -0.43, -0.21, -0.61, 0.33, -0.07, -0.59, 0.47, -0.77, -0.04, -0.26, -0.20, -0.26, -0.22, -0.23, 0.23, 0.23, 0.19, 0.24, 0.19, 0.19, 0.22, 0.20, 0.20, 0.22, 0.22, 0.20, 0.20, 0.20, 0.22, 0.07, -0.14, -0.17, 0.06, -0.18, 0.06, 0.22, -0.71, 0.33, -0.73, -0.20, 0.11, -0.56, 2.42, -0.54, -0.71, -0.69, -0.72, -0.70, -0.62, 0.31, -0.22, -0.19, -0.20, -0.20, -0.20, 2.41, -1.01, -1.00, -0.99, 0.41, 0.46, 0.22, 0.25, 0.26, 0.24